[1]
{
  "formula": "C5H16NO2",
  "method": "ωB97M-V/def2-TZVPD",
  "gap_ev": 9.8,
  "e_lumo_ev": -3.0,
  "e_above_lowest_kj_mol": 130.2,
  "e_tot_ha": -405.070554,
  "charge": 1,
  "symbols": ["C", "C", "C", "C", "C", "N", "H", "H", "H", "H", "H", "H", "H", "H", "H", "H", "H", "H", "H", "H", "O", "H", "H", "O"],
  "coordinates": [[-0.2260, 0.2749, -0.7514], [-1.3490, -0.4959, -0.1422], [-2.4902, 0.5581, 0.0234], [-1.7255, 1.3197, 2.3289], [-2.5006, 1.3682, 1.2537], [1.1463, -0.4428, -0.6466], [-0.2960, 0.3273, -1.8558], [-0.0965, 1.2857, -0.3276], [-1.0871, -0.7390, 0.8965], [-1.6352, -1.3704, -0.7496], [-2.4647, 1.2555, -0.8566], [-3.4191, -0.0017, 0.0269], [-0.8988, 0.6181, 2.4146], [-1.8095, 1.9322, 3.2087], [-3.3226, 2.0813, 1.3578], [1.0123, -1.4104, -0.3704], [1.7032, -0.0755, 0.1765], [1.8080, -0.2614, -1.3878], [1.2468, -2.5398, -2.7278], [2.4732, -1.8651, -3.3926], [1.9430, -1.8950, -2.5900], [2.7047, -0.0434, 1.9304], [4.1769, 0.2712, 1.3017], [3.2401, 0.0874, 1.1351]],
  "forces_ev_per_a": [[1.954, -0.073, -1.745], [-0.375, 1.174, 0.939], [0.126, -0.683, -1.323], [0.844, -0.747, -0.319], [-0.235, 1.002, 1.575], [-0.180, 1.761, 3.458], [-0.579, 0.389, 0.622], [-0.088, -0.542, -0.164], [0.034, -0.657, -0.343], [0.047, 0.370, 0.445], [-0.384, -0.669, 0.580], [-0.390, 0.132, -0.379], [0.052, -0.057, -0.135], [-0.461, 0.309, -0.037], [0.092, -0.114, -0.513], [0.283, -0.329, -0.927], [-0.575, -0.145, -0.802], [-0.320, -0.796, -0.737], [0.011, -0.236, -0.332], [-0.064, -0.241, -0.097], [0.229, 0.142, -0.128], [1.091, 0.199, 0.318], [-0.564, -0.096, 0.474], [-0.549, -0.091, -0.428]]
}

***

[2]
{
  "formula": "C4H13NO2",
  "method": "ωB97M-V/def2-TZVPD",
  "gap_ev": [10.4, 4.9],
  "spin_multiplicity": 2,
  "e_lumo_ev": [-3.7, -9.3],
  "e_above_lowest_kj_mol": 253.0,
  "e_tot_ha": -365.050635,
  "charge": 1,
  "symbols": ["C", "O", "C", "C", "C", "N", "H", "H", "H", "H", "H", "H", "H", "H", "H", "H", "H", "H", "H", "O"],
  "coordinates": [[1.7609, -1.0636, -0.7588], [1.2654, -2.4064, -0.9518], [1.0911, -0.2901, 0.3352], [-0.4367, -0.2555, 0.2732], [-1.0297, 0.3937, -0.9886], [-2.3875, 0.7929, -0.8299], [2.8614, -1.1305, -0.6696], [1.5986, -0.6789, -1.7715], [1.5343, -2.8615, -0.1408], [1.4876, -0.7663, 1.2415], [1.4276, 0.7528, 0.4451], [-0.8505, -1.2721, 0.3519], [-0.7297, 0.2042, 1.2477], [-0.8474, -0.0980, -1.9537], [-0.2764, 1.2323, -1.0736], [-3.0457, 0.4603, -1.5416], [-2.4943, 1.8156, -0.8598], [-0.7157, 1.7799, 1.8784], [0.3661, 1.7072, 2.9498], [-0.5794, 1.6842, 2.8168]],
  "forces_ev_per_a": [[0.696, -0.787, -2.378], [0.048, 0.681, 1.385], [0.173, 0.242, 0.097], [0.291, -2.043, 2.474], [1.215, 1.054, -0.793], [1.287, 1.642, -2.647], [-0.448, 0.384, 0.360], [-0.001, 0.638, 0.176], [-0.201, -0.482, -0.318], [-0.889, 0.071, 0.349], [0.333, -0.240, -0.483], [0.077, 0.143, -0.307], [-0.330, -0.075, -1.170], [-0.504, -1.014, 0.672], [-1.388, 0.368, 0.283], [-0.173, -0.890, 0.639], [-0.260, -0.135, 1.384], [0.081, 0.486, -0.182], [0.431, 0.120, 0.133], [-0.438, -0.163, 0.326]]
}

***

[3]
{
  "formula": "C4H13N2O",
  "method": "ωB97M-V/def2-TZVPD",
  "gap_ev": 4.7,
  "e_lumo_ev": -7.4,
  "e_above_lowest_kj_mol": 991.1,
  "e_tot_ha": -344.389371,
  "charge": 1,
  "symbols": ["C", "C", "C", "C", "N", "N", "H", "H", "H", "H", "H", "H", "H", "H", "H", "H", "H", "H", "H", "O"],
  "coordinates": [[0.0063, -0.4626, 2.8120], [0.0818, 0.5823, 1.6574], [0.2188, -0.1122, 0.3619], [-0.0527, 0.6116, -0.8539], [-1.2072, 0.2676, -1.4626], [0.9715, -1.2495, 0.1946], [0.9214, -0.7097, 3.3510], [-0.3265, -1.4582, 2.4929], [-0.7578, -0.1872, 3.5357], [0.8076, 1.3040, 2.0491], [-0.8999, 1.0363, 1.6945], [0.5011, 1.4891, -1.2124], [-1.4286, -0.5982, -0.9688], [-1.7429, 1.1283, -1.4196], [-1.3324, 2.8421, -1.3358], [0.6682, -2.1714, 0.4681], [1.9054, -1.1491, -0.1851], [0.5182, -0.0367, -3.0168], [0.9567, -0.6458, -4.3619], [0.1911, -0.4807, -3.8003]],
  "forces_ev_per_a": [[-0.289, -1.327, 0.261], [-1.880, -1.842, 1.895], [3.370, 0.888, -0.417], [-0.835, 1.323, 0.165], [2.241, -0.872, 1.775], [-0.783, -0.074, -0.029], [0.187, 0.611, -0.190], [-0.139, 0.218, -0.327], [0.187, 0.367, 0.053], [0.419, 0.236, -1.216], [-0.052, 0.720, -0.264], [-0.489, 0.543, 0.341], [-1.850, 0.041, -0.799], [-0.923, -0.096, -1.017], [0.701, -0.460, 0.154], [0.345, 0.087, 0.814], [-0.415, -0.240, -0.817], [0.228, 0.025, -0.361], [-0.024, 0.047, -0.019], [0.001, -0.194, 0.000]]
}